No. 1
The following is a quantum chemistry calculation of a structure of composition C4H6O2 in a non-equilibrium geometry, from OMol25.

XYZ file:
```
12
C4H6O2 the ωB97M-V functional and the def2-TZVPD basis
C -1.146 0.526 -0.028
H 2.042 -0.330 1.000
C -1.025 -0.929 -0.114
H -1.351 -1.423 -1.047
C 0.558 1.116 0.162
H -1.482 1.038 -0.939
H -1.659 0.906 0.876
H -1.226 -1.512 0.779
C 1.514 -0.278 0.015
H 2.231 -0.027 -0.798
O 0.711 -1.351 -0.259
O 0.834 2.265 0.351
```

Relative energy (zero: lowest compared OMol25 entry of this formula, charge and spin)   60.68 kcal per mole
Gap between HOMO and LUMO   10.51 eV
Net charge   0
Largest force on an atom   2.74 eV/A
Highest occupied orbital energy   -9.579 eV

No. 2
The following is a quantum chemistry calculation of a cluster of 2 separate species, C4H6O2 in total in a non-equilibrium geometry, from OMol25.

XYZ file:
```
12
C4H6O2 the ωB97M-V functional and the def2-TZVPD basis
H 3.359 0.853 0.438
O 1.633 0.893 -0.330
C 0.829 -0.553 1.555
H -2.339 -0.288 -1.890
H -0.358 -1.725 -0.898
C 0.906 0.149 0.427
H -1.307 1.181 -1.130
H 0.107 -1.247 1.583
H 1.404 -0.176 2.337
C -1.524 0.164 -1.327
O 2.734 1.607 0.300
C -0.636 -0.682 -0.947
```

Relative energy (zero: lowest compared OMol25 entry of this formula, charge and spin)   188.02 kcal per mole
Gap between HOMO and LUMO   9.41 eV
Net charge   0
Largest force on an atom   5.88 eV/A
Highest occupied orbital energy   -8.892 eV

No. 3
The following is a quantum chemistry calculation of a structure of composition C4H6O2 in a non-equilibrium geometry, from OMol25.

XYZ file:
```
12
C4H6O2 the ωB97M-V functional and the def2-TZVPD basis
H 0.106 -2.291 0.024
H -0.636 1.778 -1.160
C 0.457 -1.195 0.346
C -0.121 0.385 1.422
H 0.965 1.103 -1.272
H -1.522 -0.327 0.075
C -0.085 0.860 -1.222
C -0.418 -0.018 -0.026
O -0.115 1.304 2.143
H -0.515 0.353 -2.157
H 1.545 -1.096 -0.017
O 0.340 -0.855 1.845
```

Relative energy (zero: lowest compared OMol25 entry of this formula, charge and spin)   31.82 kcal per mole
Gap between HOMO and LUMO   11.25 eV
Net charge   0
Largest force on an atom   3.24 eV/A
Highest occupied orbital energy   -10.459 eV

No. 4
The following is a quantum chemistry calculation of an isolated molecule of C4H6O2 in a non-equilibrium geometry, from OMol25.

XYZ file:
```
12
C4H6O2 the ωB97M-V functional and the def2-TZVPD basis
C -0.801 -0.911 -0.457
H -0.848 1.989 0.062
O 1.205 -0.326 1.178
C -0.835 0.961 0.459
C 0.256 -0.084 0.188
H -1.034 1.013 1.542
O -1.778 0.110 -0.213
H -0.686 -1.085 -1.540
C 1.659 0.004 -0.148
H 2.176 -0.831 -0.640
H 1.637 1.000 -0.512
H -0.952 -1.839 0.081
```

Relative energy (zero: lowest compared OMol25 entry of this formula, charge and spin)   86.81 kcal per mole
Gap between HOMO and LUMO   10.79 eV
Net charge   0
Largest force on an atom   2.55 eV/A
Highest occupied orbital energy   -9.830 eV
Structure (SMILES)   C1OCC12CO2

No. 5
The following is a quantum chemistry calculation of an isolated molecule of C4H6O2 in a non-equilibrium geometry, from OMol25.

XYZ file:
```
12
C4H6O2 the ωB97M-V functional and the def2-TZVPD basis
H 1.735 -0.075 2.270
C 0.280 -0.547 0.649
H -1.022 1.101 -0.664
C 0.142 -0.185 -0.829
H 0.700 -1.551 0.625
C -1.238 0.136 -1.232
O 1.211 1.586 1.258
C 1.162 0.396 1.446
H -1.365 0.301 -2.305
H -0.685 -0.596 1.184
O 1.098 -0.013 -1.546
H -2.017 -0.553 -0.854
```

Relative energy (zero: lowest compared OMol25 entry of this formula, charge and spin)   32.53 kcal per mole
Gap between HOMO and LUMO   10.60 eV
Net charge   0
Largest force on an atom   2.12 eV/A
Highest occupied orbital energy   -9.806 eV
Structure (SMILES)   CC(=O)CC=O

No. 6
The following is a quantum chemistry calculation of an isolated molecule of C4H6O2 in a non-equilibrium geometry, from OMol25.

XYZ file:
```
12
C4H6O2 the ωB97M-V functional and the def2-TZVPD basis
O -0.119 -0.478 -1.372
C -0.302 -1.263 -0.185
H -0.439 1.243 0.105
H 0.245 -2.198 -0.321
H -1.362 -1.463 -0.001
C 0.536 0.974 0.652
C -0.844 0.622 -1.373
O 0.301 -0.958 2.103
C 0.249 -0.458 1.005
H -0.316 1.302 -2.080
H 1.375 1.063 -0.051
H 0.676 1.615 1.518
```

Relative energy (zero: lowest compared OMol25 entry of this formula, charge and spin)   97.44 kcal per mole
Gap between HOMO and LUMO   9.25 eV
Net charge   0
Largest force on an atom   1.09 eV/A
Highest occupied orbital energy   -8.890 eV

No. 7
The following is a quantum chemistry calculation of an isolated molecule of C4H6O2, from OMol25.

XYZ file:
```
12
C4H6O2 the ωB97M-V functional and the def2-TZVPD basis
O 0.904 0.658 1.932
H -1.463 -0.602 -1.445
H 1.034 -1.755 1.107
C 0.613 0.363 0.784
C 0.280 1.420 -0.239
H 1.025 2.205 -0.122
H -1.703 -1.439 0.197
H 0.293 1.034 -1.261
C -1.022 -1.084 -0.559
O 0.206 -1.602 -0.787
C 0.536 -1.050 0.425
H -0.704 1.852 -0.031
```

Relative energy (zero: lowest compared OMol25 entry of this formula, charge and spin)   89.65 kcal per mole
Gap between HOMO and LUMO   9.06 eV
Net charge   0
Largest force on an atom   0.91 eV/A
Highest occupied orbital energy   -9.129 eV
Structure (SMILES)   CC(=O)[C@H]1CO1

No. 8
The following is a quantum chemistry calculation of an isolated molecule of C4H6O2 in a non-equilibrium geometry, from OMol25.

XYZ file:
```
12
C4H6O2 the ωB97M-V functional and the def2-TZVPD basis
H 0.617 0.228 -2.146
C 0.618 -0.759 -0.085
H -1.399 -1.399 0.991
O -0.702 2.249 -0.202
C 0.058 0.090 -1.215
H 1.106 1.309 0.068
H 0.443 0.458 1.798
O -0.860 -1.075 1.731
C 0.116 -0.356 1.150
H -0.945 -0.302 -1.484
H 0.857 -1.814 -0.207
C 0.092 1.370 -0.398
```

Relative energy (zero: lowest compared OMol25 entry of this formula, charge and spin)   98.51 kcal per mole
Gap between HOMO and LUMO (alpha / beta)   8.21 / 8.21 eV
Net charge   0
Largest force on an atom   1.13 eV/A
Highest occupied orbital energy (alpha / beta)   -8.341 / -8.343 eV
Structure (SMILES)   O=CC/C=C/O

Computed values of E_tot (unit: Eh) for the preceding records, in sequence: -306.409600, -306.206659, -306.455590, -306.367955, -306.454449, -306.351009, -306.363422, -306.349306.